Formula: C2H9NS
Source: the OMol25 dataset
Level of theory: ωB97M-V with the def2-TZVPD basis set

## Properties
Multiplicity ... 1
HOMO-LUMO gap ... 9.4 eV
Highest occupied orbital energy ... -0.3050 Eh

Geometry (Å):
N 0.861 2.766 -2.781
H -0.018 2.300 -2.685
H 1.374 2.503 -3.602
H 0.927 3.747 -2.605
C 0.641 -0.457 1.883
S -0.246 -0.674 0.350
C -1.363 -2.079 0.678
H 1.688 -0.510 1.643
H 0.440 0.555 2.233
H 0.416 -1.147 2.694
H -2.170 -1.987 0.009
H -1.715 -2.012 1.704
H -0.835 -3.004 0.478

=====

Formula: C2H9NS
Source: the OMol25 dataset
Level of theory: ωB97M-V with the def2-TZVPD basis set

## Properties
Multiplicity ... 1
HOMO-LUMO gap ... 9.5 eV
Highest occupied orbital energy ... -0.3156 Eh

Geometry (Å):
S -0.370 1.524 2.605
H -1.249 1.277 3.587
C -0.610 -1.276 -0.434
N -0.154 -0.220 -1.326
C 1.182 0.250 -1.009
H 0.057 -2.139 -0.460
H -1.587 -1.628 -0.778
H -0.628 -0.923 0.593
H -0.213 -0.541 -2.281
H -1.060 2.600 2.211
H 1.861 -0.566 -0.695
H 1.641 0.723 -1.866
H 1.130 0.920 -0.145

=====

Formula: C2H9NS
Source: the OMol25 dataset
Level of theory: ωB97M-V with the def2-TZVPD basis set

## Properties
Multiplicity ... 1
HOMO-LUMO gap ... 9.9 eV
Highest occupied orbital energy ... -0.3276 Eh

Geometry (Å):
C 1.903 0.936 0.791
S 2.818 0.572 -0.741
H 1.464 1.918 0.612
H 1.122 0.189 0.818
H 2.369 1.001 1.773
C -1.355 -0.728 0.120
N -1.865 -0.292 -1.169
H -2.040 -1.254 0.794
H -0.469 -1.353 0.036
H -1.045 0.156 0.673
H -2.592 0.392 -1.016
H -2.356 -1.065 -1.621
H 2.047 -0.471 -1.070

=====

Formula: C2H9NS2
Source: the OMol25 dataset
Level of theory: ωB97M-V with the def2-TZVPD basis set

## Properties
Multiplicity ... 1
HOMO-LUMO gap ... 9.6 eV
Highest occupied orbital energy ... -0.3456 Eh

Geometry (Å):
S 2.123 0.115 -2.277
S 3.755 1.248 -3.087
H 2.380 -0.897 -3.112
H 4.709 0.762 -2.286
C -2.015 0.786 1.292
C -1.070 -0.445 1.492
N -0.524 -0.806 0.143
H -1.494 1.626 0.809
H -2.137 1.120 2.341
H -2.935 0.604 0.710
H -1.620 -1.223 2.068
H -0.161 -0.110 2.066
H -1.288 -1.277 -0.351
H 0.278 -1.504 0.192

=====

Formula: C2H9NS2
Source: the OMol25 dataset
Level of theory: ωB97M-V with the def2-TZVPD basis set

## Properties
Multiplicity ... 1
HOMO-LUMO gap ... 9.5 eV
Highest occupied orbital energy ... -0.3388 Eh

Geometry (Å):
S -1.748 -2.658 0.240
S -1.984 -1.944 -1.699
H -1.195 -3.841 -0.092
H -0.769 -1.353 -1.628
C -0.182 0.256 1.043
C 1.006 0.948 0.296
N 0.692 2.095 -0.556
H -0.659 1.035 1.647
H 0.298 -0.550 1.624
H -0.846 -0.198 0.303
H 1.538 0.258 -0.361
H 1.657 1.277 1.087
H 0.815 1.856 -1.554
H 1.377 2.819 -0.350

=====

Formula: C2H9NSi
Source: the OMol25 dataset
Level of theory: ωB97M-V with the def2-TZVPD basis set

## Properties
Multiplicity ... 1
HOMO-LUMO gap ... 10.1 eV
Highest occupied orbital energy ... -0.3305 Eh

Geometry (Å):
C -0.191 -0.215 2.109
C -0.025 0.682 -2.068
N -0.541 -0.072 0.731
Si 0.504 -0.306 -0.529
H -0.855 -0.862 2.751
H 0.712 -0.836 2.180
H -0.009 0.682 2.657
H 0.299 0.472 -3.109
H -1.250 0.708 -2.147
H 0.253 1.676 -1.960
H -1.373 0.559 0.687
H 0.915 -2.028 -0.647
H 1.837 0.339 -0.045

=====

Formula: C2H9NSi
Source: the OMol25 dataset
Level of theory: ωB97M-V with the def2-TZVPD basis set

## Properties
Multiplicity ... 1
HOMO-LUMO gap (spin up / spin down) ... 7.7 / 7.7 eV
Highest occupied orbital energy (spin up / spin down) ... -0.2939 / -0.2940 Eh

Geometry (Å):
C 1.440 -0.633 -0.272
C 1.087 0.742 0.306
N -0.015 1.428 -0.290
Si -2.326 -0.018 0.024
H 1.818 -0.538 -1.292
H 2.203 -1.114 0.335
H 0.554 -1.265 -0.289
H 0.885 0.652 1.380
H 1.975 1.392 0.199
H 0.044 1.345 -1.305
H -2.827 0.157 -1.322
H -2.950 0.736 1.091
H -1.997 -1.396 0.364

=====

Formula: C2H9O2
Source: the OMol25 dataset
Level of theory: ωB97M-V with the def2-TZVPD basis set

## Properties
Expectation value of S² ... 0.755
Multiplicity ... 2
Net charge ... +2
HOMO-LUMO gap (spin up / spin down) ... 12.9 / 4.8 eV
Highest occupied orbital energy (spin up / spin down) ... -0.8648 / -0.8278 Eh

Geometry (Å):
O -0.153 -0.096 -2.364
H 0.313 0.558 -1.211
H -0.198 0.303 -3.254
H -0.883 -0.600 -2.196
C 0.789 -0.309 0.857
O 0.698 1.094 -0.293
C -0.613 -0.310 1.504
H 1.252 -0.954 0.145
H 1.725 0.050 1.390
H -0.249 1.321 0.122
H -1.217 0.555 1.362
H -1.251 -1.222 1.388
H -0.212 -0.389 2.548

=====

Formula: C2H9O2S
Source: the OMol25 dataset
Level of theory: ωB97M-V with the def2-TZVPD basis set

## Properties
Multiplicity ... 1
Net charge ... -1
HOMO-LUMO gap ... 6.7 eV
Highest occupied orbital energy ... -0.1077 Eh

Geometry (Å):
C 0.273 -0.074 -2.100
C -0.616 0.395 -0.960
S 0.136 0.243 0.704
H -0.030 0.352 -3.116
H 1.296 0.230 -1.854
H 0.243 -1.172 -2.155
H -1.019 1.345 -1.331
H -1.511 -0.236 -0.872
H 1.331 2.760 -0.454
H 1.965 1.642 0.100
O 2.102 2.627 0.118
H -2.413 -2.923 2.264
H -1.612 -2.449 1.154
O -1.928 -3.293 1.517

=====

Formula: C2H9O3
Source: the OMol25 dataset
Level of theory: ωB97M-V with the def2-TZVPD basis set

## Properties
Multiplicity ... 1
Net charge ... -1
HOMO-LUMO gap ... 8.4 eV
Highest occupied orbital energy ... -0.1518 Eh

Geometry (Å):
C -1.685 0.089 -0.010
O -0.874 -0.394 -1.052
C -1.259 1.514 0.410
H -1.639 -0.718 0.720
H -2.705 0.363 -0.389
H -0.957 2.036 -0.501
H -0.310 1.424 0.969
H -2.027 2.003 1.015
H 2.559 -1.340 0.352
H 2.455 -2.549 -0.568
O 3.155 -2.018 -0.163
H 1.865 0.317 -0.301
H 0.101 -0.427 -0.692
O 1.321 -0.301 0.211

=====

Calculated relative energy (zero: lowest compared OMol25 entry of this formula, charge and spin) in order - 37.4, 61.5, 70.4, 80.1, 77.1, 163.5, 399.2, 280.4, 69.1, 55.3 kJ/mol